Computed, not measured: a cluster of 2 separate species, C4H13NO in total, with ωB97M-V/def2-TZVPD.

```
19
Properties=species:S:1:pos:R:3:forces:R:3
C 0.386065 -1.187940 -1.985954 0.1 -1.8 -1.3
C 0.595671 -1.052613 -0.513924 -1.3 1.1 1.4
O 1.245630 0.188863 -0.285439 0.0 0.4 -1.1
C 1.858072 0.494520 0.916413 1.8 -1.3 1.2
C 1.011846 0.375393 2.164134 -0.7 0.2 -0.1
H 1.277966 -0.930153 -2.559837 -0.1 0.4 0.1
H -0.514878 -0.760651 -2.421992 0.2 0.8 0.4
H 0.222307 -2.242967 -2.262319 0.2 0.0 0.4
H -0.385540 -0.949287 -0.018582 0.0 -0.3 -0.1
H 1.044362 -1.907047 0.001280 0.7 0.1 -0.4
H 2.700863 -0.227522 1.108330 -0.3 0.4 -0.4
H 2.346918 1.460281 0.799883 -0.3 0.2 -0.1
H 1.516938 0.632716 3.096206 0.4 0.0 -0.2
H 0.149639 1.033985 2.114011 -0.3 0.0 -0.1
H 0.688314 -0.661553 2.245657 -0.2 0.0 0.2
N -4.220663 1.159159 -0.298473 -0.3 0.5 0.5
H -3.476608 0.581195 0.043009 0.2 -0.2 -0.2
H -3.880076 2.003505 -0.729597 0.1 -0.1 -0.1
H -4.862049 0.675470 -0.897456 0.1 -0.2 -0.2
```
Positions in Å, forces in eV/Å.

Computed properties:
energy relative to the best compared isomer or geometry (same formula, charge and spin) = 25.2 kcal per mole
LUMO level = 0.862 eV
charge = 0
DFT total energy = -7895.5664 eV
F_max = 2.56 eV/A